Record 1
# C70H138N6O18

A cluster of 10 separate species, C70H138N6O18 in total (ωB97M-V/def2-TZVPD, OMol25).

XYZ file:
```
232
Properties=species:S:1:pos:R:3:forces:R:3
C -0.542141 -0.051213 0.180837 -1.6435 -1.0305 0.8158
C 0.691089 0.412017 -0.498893 1.0244 -1.1194 1.3550
C 0.910379 -0.185823 -1.855673 0.6385 -1.4776 -0.4705
O 0.815779 0.866057 -2.742923 -1.1593 3.5055 0.1773
C 0.545659 2.026357 -2.014373 -1.8861 1.6969 -2.0214
O 0.188439 3.076587 -2.535793 1.5377 -2.2519 1.0958
O 0.552519 1.797817 -0.697283 0.4144 0.7794 -1.1237
H -0.829471 0.424117 1.118717 0.5429 0.5696 -0.0353
H -0.613621 -1.107213 0.441347 0.7778 -0.2272 -0.2780
H -1.406141 0.073717 -0.471853 -0.0261 0.3196 -0.3284
H 1.636679 0.224837 0.009957 -0.3088 0.1558 0.8442
H 0.192299 -0.975783 -2.075723 -0.1176 0.0183 -0.1249
H 1.913319 -0.555663 -2.068823 -0.0056 -0.6075 0.8922
C 3.236759 3.290087 0.359927 -0.2046 0.8833 -0.5247
C 4.350649 4.044997 -0.399623 0.1606 0.3310 -0.2922
C 3.950289 5.066037 -1.577893 0.5569 -2.2779 -0.1213
O 4.691269 6.198467 -1.312513 0.7865 2.4174 0.4390
C 5.223609 6.215757 -0.102803 0.7613 1.0148 3.5617
O 5.588059 7.188157 0.588907 -1.0292 -3.5157 -3.0233
O 5.259289 4.892077 0.379117 -1.0234 0.8513 -0.2123
H 3.459879 3.069627 1.403817 0.1379 0.3716 0.1102
H 3.110869 2.314847 -0.110333 0.0855 -0.0187 -0.1684
H 2.287489 3.805977 0.215497 -0.0984 0.0290 0.4850
H 4.941699 3.198387 -0.748943 0.5560 0.5710 -0.5639
H 2.922159 5.388427 -1.742583 -0.2270 -0.5474 0.4651
H 4.363549 4.674287 -2.507333 -0.4018 -0.1572 -0.1851
C 4.257029 1.668097 -4.860993 1.8992 0.9173 -0.1808
C 3.678669 2.772277 -5.795043 -1.1176 -1.9252 1.8394
C 2.130479 2.920977 -5.596373 1.5191 0.5431 -1.2003
O 1.970059 4.342467 -5.771883 -0.0276 0.3850 -0.0848
C 3.163539 4.965837 -5.601613 -0.3396 2.9427 -0.7252
O 3.355639 6.181797 -5.652693 -0.7345 -3.2938 0.4000
O 4.122109 4.061897 -5.438213 1.3196 0.2118 0.5253
H 4.627459 0.759737 -5.336143 -1.0777 -0.2749 -0.4083
H 3.810319 1.460047 -3.888733 -0.6816 0.1060 -0.3733
H 5.248469 2.032547 -4.592083 0.2242 0.5242 0.2708
H 4.036209 2.571717 -6.805013 -0.4747 0.0419 -0.1673
H 1.767129 2.684677 -4.596253 0.0544 -0.3885 -0.2049
H 1.675419 2.379727 -6.425873 -0.6513 0.1515 0.3968
C 2.140689 -6.906873 2.351117 0.1989 -0.1512 1.8054
C 2.615419 -5.853643 1.380307 -1.2788 -1.0648 -0.5275
C 2.153779 -6.144533 -0.040393 1.1624 -1.5453 -0.8719
O 1.931299 -4.864263 -0.618753 -0.2098 -0.9801 -0.3861
C 1.564139 -4.089203 0.386127 1.9951 2.4519 0.7313
O 1.291439 -2.920753 0.253297 -0.7300 -1.0995 0.3184
O 1.891799 -4.671673 1.571397 -1.5822 1.9402 0.5344
H 2.932419 -7.544663 2.744167 0.1191 -0.3972 -0.7466
H 1.242829 -7.476083 2.110397 0.2804 -0.0595 -0.6775
H 1.848569 -6.462173 3.302437 -0.0446 0.7067 -0.0522
H 3.667429 -5.595473 1.501607 0.1275 -0.3074 -0.2431
H 1.237439 -6.725723 -0.143613 -0.2175 0.0966 0.6129
H 2.893659 -6.733663 -0.582233 0.1695 0.4769 -0.3650
C -1.553601 6.132627 3.729827 1.4829 1.6396 1.1401
C -1.034861 5.096527 2.770237 -2.1286 -1.7268 -1.5312
C -1.486961 3.739387 3.367907 2.0642 0.3308 1.3934
C -2.901921 3.304447 3.258627 1.3476 -1.8732 -1.3968
C -3.113821 3.197547 1.756007 -1.8502 0.4443 0.5660
C -3.068721 4.606197 1.135057 1.2469 -0.4527 -1.7124
N -1.712151 5.194137 1.450297 0.4222 -1.1393 -1.4752
O -1.521811 6.459497 0.768907 -0.6838 -0.4406 1.2385
C -3.115691 4.288027 -0.443903 -0.5348 0.2307 1.4120
C -4.172521 5.524607 1.647257 -0.2773 -0.9908 -0.4753
C 0.486219 4.971457 2.523137 -0.4990 1.8316 0.4542
H -2.082551 5.705927 4.582027 -0.0669 -0.0076 -0.1313
H -2.096631 7.010587 3.379967 -0.1846 -0.4505 -0.6751
H -0.646731 6.595557 4.118877 0.0309 0.2153 0.6762
H -0.800691 2.965217 3.024697 -0.4153 -0.3459 -0.9220
H -1.169101 3.677737 4.408707 -0.0001 0.7806 0.4861
H -3.684211 3.819057 3.816577 0.2381 0.0823 -0.1391
H -2.800861 2.259147 3.550557 -0.7630 -0.1102 0.7531
H -4.063531 2.669187 1.672457 -0.8595 0.8188 -0.5764
H -2.535211 2.453007 1.209207 1.1353 0.4097 0.4148
H -2.219151 3.731877 -0.717793 0.2174 0.3694 -0.0383
H -3.937471 3.587497 -0.592333 -0.2620 -0.0326 0.0279
H -3.317711 5.122237 -1.115743 0.3710 0.2098 0.2122
H -4.176241 6.420887 1.026967 0.0461 0.2962 0.6190
H -5.141711 5.036807 1.543257 -0.1618 -0.0535 -0.2812
H -4.052151 5.633367 2.725117 0.1114 0.7485 -0.1977
H 0.966309 5.119457 3.490457 0.2842 -0.5391 0.0481
H 0.826419 5.832857 1.948367 0.0323 0.1731 -0.1522
H 0.813439 4.094367 1.964787 -0.3930 -0.1994 0.3262
H -0.707471 6.368127 0.268807 0.0520 -0.3574 -0.1357
C 1.310309 -2.147123 -6.882733 0.0272 -0.6725 0.3455
C 1.947099 -2.133423 -5.408113 -1.0614 -0.8433 -2.8638
C 1.189449 -3.287743 -4.752963 -0.1460 -0.8909 2.7639
C 1.778029 -3.741173 -3.411223 0.7381 1.1502 -0.9990
C 3.250219 -4.023523 -3.590153 0.2705 -1.2442 0.9772
C 4.140199 -3.010723 -4.355983 -0.2552 -0.2260 1.2339
N 3.384419 -2.489593 -5.539283 -1.0745 -1.8144 2.3962
O 4.162189 -1.706133 -6.368233 0.2933 0.6099 -0.2313
C 4.601219 -1.972773 -3.281623 0.6585 0.3735 -0.0568
C 5.379169 -3.849863 -4.844153 -1.0064 0.3074 -1.4823
C 1.551149 -0.788223 -4.802863 0.3076 0.4385 0.0737
H 1.139059 -3.155523 -7.259453 0.1263 -0.4059 0.4946
H 1.843869 -1.734513 -7.738993 0.2692 0.8912 0.5770
H 0.303559 -1.740273 -6.787813 0.0563 0.3690 -0.1809
H 0.199309 -3.022103 -4.382603 -0.4426 0.5809 -1.0956
H 1.099619 -4.259483 -5.238503 0.1482 0.4948 -1.1115
H 1.185679 -4.559533 -3.001953 0.3201 -0.1003 -0.0326
H 1.787739 -2.948533 -2.663063 -0.6345 0.2864 0.0826
H 3.502919 -5.027603 -3.930843 -0.5212 -0.1502 -0.5110
H 3.518239 -4.070493 -2.534663 1.0747 0.0939 -0.0208
H 5.060619 -2.405113 -2.392733 0.6363 -0.9073 -0.4624
H 5.344659 -1.297653 -3.705443 -0.1250 0.2721 0.0082
H 3.880399 -1.407953 -2.690443 -0.8601 0.3088 -0.9535
H 5.760739 -4.610843 -4.163413 0.2572 0.7394 0.4788
H 5.062639 -4.469143 -5.683443 -0.7725 -0.2897 -0.0487
H 6.116509 -3.276753 -5.406273 0.5454 0.4120 0.9762
H 2.201989 -0.501693 -3.976783 0.2569 0.2505 -0.6400
H 0.547589 -0.652733 -4.399613 -0.1774 -1.0876 -0.0133
H 1.468189 -0.062663 -5.612053 0.9275 0.4213 0.1247
H 4.497699 -2.401633 -6.938583 0.2784 0.3717 -0.5946
C -5.146491 -2.942193 0.790077 -1.0048 -0.1448 0.0808
C -5.033721 -3.765483 -0.530823 0.3276 1.4283 0.6667
C -4.208471 -2.940903 -1.551923 1.1496 -0.1911 -0.5570
C -2.632181 -2.755023 -1.228293 -2.0082 -1.3874 0.3961
C -1.970381 -4.145853 -0.986193 -2.0433 2.4504 0.2905
C -2.882671 -4.992863 -0.013443 1.7845 -0.0695 -1.4495
N -4.346291 -5.046433 -0.400173 3.3328 2.9019 -1.8542
O -4.983681 -5.932373 0.383507 -1.1089 -1.8641 0.9533
C -2.200061 -6.311453 -0.262563 -0.3720 -1.4192 0.9278
C -2.519961 -4.698903 1.437987 -0.3524 1.8222 1.0909
C -6.464431 -3.952413 -1.108333 0.3794 -0.5766 -0.6962
H -5.809141 -2.099353 0.593567 0.0894 0.2315 -0.1626
H -4.261491 -2.539333 1.282587 0.2491 -0.2346 -0.4551
H -5.699271 -3.497143 1.548087 0.1212 -0.3458 0.0712
H -4.336871 -3.420493 -2.522293 0.3028 -0.3858 -0.1485
H -4.704551 -1.988073 -1.736643 0.1723 0.2716 0.5096
H -2.635591 -2.224533 -0.276103 0.4734 0.5184 -0.2183
H -2.104151 -2.266063 -2.046953 -0.2148 0.4902 0.2105
H -0.994401 -3.981013 -0.529713 -0.0071 -0.1605 0.1576
H -1.792771 -4.552203 -1.981903 -0.3097 -0.6455 0.1798
H -1.986011 -6.545373 -1.305423 -0.6094 -0.3596 0.0830
H -1.245341 -6.271883 0.261877 0.1485 -0.0473 -0.2857
H -2.774571 -7.025643 0.327317 0.1067 -0.8822 -0.5311
H -2.461111 -3.629543 1.640727 -0.1018 0.1821 -0.2850
H -3.200851 -5.028743 2.222647 -0.3138 -0.4985 -0.3664
H -1.524441 -5.024863 1.739307 0.0031 -0.3530 -0.3210
H -7.238451 -4.356533 -0.455883 0.3617 0.1046 0.4211
H -6.403281 -4.646033 -1.946943 0.1636 -0.2904 -0.0320
H -6.869291 -3.062263 -1.589813 0.2465 0.4077 0.4169
H -4.925551 -6.628563 -0.274923 -0.8591 -1.0439 0.7567
C 3.235369 0.192067 2.712907 0.4826 -1.5356 0.6806
C 4.129969 0.885347 3.805077 0.3853 -0.8812 -0.6587
C 5.599869 0.868257 3.185407 -0.2467 -1.6865 0.4968
C 6.581799 1.747747 3.832567 -0.4138 1.3968 1.5446
C 5.957559 3.101747 3.921577 0.5196 1.8076 -0.5657
C 4.531549 3.332587 4.514747 2.0397 -0.4937 0.5886
N 3.642509 2.253547 3.923597 5.2365 0.8857 -0.6369
O 2.351869 2.311947 4.284177 -2.2073 0.6949 0.2777
C 4.746229 3.219167 6.086017 -0.8625 0.7791 -0.4856
C 4.116319 4.768527 3.963707 -0.8308 -1.5598 -0.3543
C 4.081109 0.108047 5.180817 0.5615 1.1981 -0.1536
H 3.817819 -0.426053 2.029687 0.7213 0.8611 -0.6728
H 2.534639 0.822647 2.165677 0.1266 -0.0210 0.2480
H 2.765969 -0.711803 3.101207 -1.1134 0.4961 0.7368
H 6.085539 -0.077643 3.425177 -0.8872 -0.9762 -0.5727
H 5.589179 0.967497 2.099977 -0.2629 0.2513 0.0321
H 7.584959 1.817137 3.411917 -0.2159 -0.1328 -0.5890
H 6.782069 1.405007 4.847707 -0.1123 -0.2806 0.2658
H 5.949389 3.549287 2.927727 -0.0129 -0.1960 -0.3395
H 6.678099 3.725797 4.450237 -0.2847 0.4703 0.3553
H 5.577119 2.601147 6.426257 -0.3852 -0.8761 -0.5289
H 5.081739 4.131927 6.578367 -0.4945 0.6863 -0.4892
H 3.779569 2.949907 6.511647 0.2113 -0.2423 0.4279
H 4.513139 5.692357 4.384627 0.1394 -0.4997 0.6441
H 4.399479 4.804097 2.911727 0.1152 -0.0975 -0.0564
H 3.027679 4.811057 3.929507 -0.0745 0.3291 0.4012
H 3.107459 0.121937 5.670617 -0.3418 -0.3847 -0.5906
H 4.656649 0.681937 5.907117 0.4045 -0.0354 -0.1240
H 4.539739 -0.880333 5.151317 -0.3516 -0.1152 -0.2435
H 2.145429 2.822047 3.497557 -1.9295 0.2096 0.2867
C -1.038011 -0.713463 5.497377 -0.8583 1.7596 0.0055
C -1.544241 -2.073993 4.979617 1.0126 -0.9396 0.4021
C -0.239981 -2.866363 4.643527 -1.6171 -2.9699 -1.1174
C -0.502611 -4.470613 4.876237 0.2303 1.8130 0.2182
C -0.932951 -4.749903 6.327067 -0.3223 0.4549 -0.0804
C -1.930121 -3.676793 6.985237 2.3519 0.3944 1.3471
N -2.460781 -2.770263 5.941057 1.9193 -2.9220 -1.4353
O -3.452071 -1.931973 6.320147 -0.7284 0.9782 0.8179
C -3.003901 -4.374993 7.832897 -0.8255 0.3239 -1.6641
C -1.096841 -2.892193 8.100117 0.3983 1.4621 -0.2974
C -2.402861 -1.880773 3.671587 0.0816 0.3852 1.4761
H -1.853591 0.008607 5.536907 -0.4129 0.1971 -0.2494
H -0.319451 -0.188383 4.868037 0.0562 -0.4942 -0.5931
H -0.603151 -0.547353 6.482967 0.1261 -1.1720 0.2136
H -0.198771 -2.691803 3.568387 0.4960 -0.3347 -0.1676
H 0.737239 -2.523183 4.983197 -0.3910 0.0165 0.8775
H 0.328059 -5.107813 4.572807 0.6047 0.3587 0.3847
H -1.265921 -4.899163 4.226777 -0.4966 0.8143 -0.1885
H -0.088691 -4.825543 7.012357 0.2167 0.1724 -0.1713
H -1.326071 -5.765783 6.287747 -0.6100 0.0582 0.3779
H -3.555301 -5.029583 7.157937 0.1054 -0.6191 0.2010
H -2.570061 -4.885873 8.692487 -0.0750 -0.0247 -0.2325
H -3.786751 -3.676393 8.128227 0.3425 0.2621 0.4183
H -0.330361 -2.175953 7.804117 0.0610 -0.0249 -1.2588
H -1.741941 -2.198663 8.639517 -0.4758 -0.3306 0.3335
H -0.456191 -3.386403 8.830477 -0.7851 -1.1103 0.1222
H -3.082831 -2.680653 3.378437 0.4121 -0.4614 0.5929
H -1.765231 -1.684993 2.809487 -0.1479 0.7221 0.1021
H -3.069941 -1.099203 4.035247 -0.0896 0.5294 -1.0738
H -2.935441 -1.191833 6.647067 -0.5545 0.8757 0.6572
C -2.464491 0.286007 -5.412543 -0.9020 0.0535 -0.1417
C -3.566181 1.011867 -4.591973 -0.1370 2.4605 1.5589
C -2.746561 2.091287 -3.761213 1.0252 1.2823 -1.4372
C -2.782301 3.514467 -4.391933 -2.0764 -0.5183 -0.3069
C -4.288661 3.965507 -4.359303 0.6146 -0.0266 -0.6631
C -5.345071 2.925927 -4.980203 1.2804 0.2085 0.8941
N -4.614201 1.712287 -5.418243 2.3022 1.6818 -0.2848
O -5.516261 0.875467 -6.032323 -0.7116 -1.4858 -0.1310
C -6.409211 2.582527 -3.934613 -0.6541 0.0976 -0.6825
C -6.008451 3.661117 -6.185113 -0.1057 -0.6172 0.1301
C -4.195121 0.139577 -3.550983 -0.7182 -0.9773 0.5232
H -1.984371 0.965897 -6.116343 -0.3025 0.1054 -0.1955
H -2.856381 -0.592553 -5.925023 0.0224 -0.0260 -0.1945
H -1.650491 -0.030113 -4.760183 -0.2628 -0.2095 0.2558
H -2.934851 2.228577 -2.696413 -0.8700 -0.3775 0.0127
H -1.704881 1.770447 -3.768703 0.0733 -0.0937 -0.0365
H -2.532661 3.556047 -5.452143 0.5348 -0.4667 0.0276
H -2.157151 4.236907 -3.867173 -0.0174 -0.1669 0.1259
H -4.416461 4.855857 -4.974973 0.3492 0.1408 0.0245
H -4.473721 4.332457 -3.349743 -0.6454 -0.5698 0.2147
H -7.099411 3.426017 -3.919163 0.1331 0.2514 0.7876
H -7.064281 1.778277 -4.269523 0.2436 -0.3271 -0.1923
H -5.991751 2.292127 -2.970503 -0.1034 0.4498 0.0064
H -6.913061 3.186857 -6.565713 -0.1638 -0.2217 0.4011
H -6.267111 4.661187 -5.837163 -0.0861 0.0026 -0.1476
H -5.390361 3.736907 -7.079723 0.5385 0.0941 0.3065
H -4.811431 0.567847 -2.760503 0.2960 1.1449 -0.1635
H -3.382991 -0.307433 -2.977623 -0.1746 -0.9425 -0.2544
H -4.967951 -0.484473 -3.999753 0.6602 -1.0303 -0.1581
H -5.096911 0.630057 -6.860283 -0.0591 0.0554 -0.2223
```
Positions in Å, forces in eV/Å.

As for the structure (SMILES): CC1(C)CCCC(C)(C)N1O.CC1(C)CCCC(C)(C)N1O.CC1(C)CCCC(C)(C)N1O.CC1(C)CCCC(C)(C)N1O.CC1(C)CCCC(C)(C)N1O.CC1(C)CCCC(C)(C)N1O.C[C@H]1COC(=O)O1.C[C@H]1COC(=O)O1.C[C@H]1COC(=O)O1.C[C@H]1COC(=O)O1. Its HOMO energy is -7.870 eV. For the total energy, the calculation gives -120607.6186 eV. As for the spin multiplicity: 1. For the energy above the lowest of the compared OMol25 structures with the same formula, charge and spin, the calculation gives 804.20 kJ/mol.

These are the Löwdin partial charges, in e, on atoms 1 to 4: atom 1 (C): -0.010, atom 2 (C): -0.322, atom 3 (C): -0.150, atom 4 (O): 0.002


Record 2
# C3H2O4S

The molecule C3H2O4S (ωB97M-V/def2-TZVPD, OMol25).

XYZ file:
```
10
Properties=species:S:1:pos:R:3:forces:R:3
C 0.872892 -0.178522 -1.086937 0.0060 -1.0672 -0.6257
C 0.075683 0.082220 0.197685 0.4067 0.6891 0.5114
C -1.199078 -0.742596 0.454135 -0.5998 -0.6165 -0.7398
H 1.538192 2.021953 -0.734448 -0.0244 -0.0510 -0.0032
H -1.009577 0.017707 2.169826 -0.7395 -0.7400 -0.4767
O 0.874756 -1.281156 -1.588537 0.0687 1.1666 0.5673
O 0.431494 0.902965 1.018741 -0.3099 -0.6721 -0.5815
O -1.620810 -0.625776 1.710009 0.7191 0.7379 0.5179
O -1.766936 -1.369201 -0.402375 0.5271 0.6299 0.8006
S 1.803384 1.172405 -1.738100 -0.0539 -0.0765 0.0297
```
Positions in Å, forces in eV/Å.

As for the structure (SMILES): O=C(O)C(=O)C(=O)S. Its HOMO energy is -10.395 eV. For the total energy, the calculation gives -22167.9851 eV. As for the spin multiplicity: 1. For the energy above the lowest of the compared OMol25 structures with the same formula, charge and spin, the calculation gives 34.55 kJ/mol.

These are the Löwdin partial charges, in e, on atoms 1 to 4: atom 1 (C): -0.703, atom 2 (C): -0.240, atom 3 (C): -0.447, atom 4 (H): -0.115


Number 1: gap between HOMO and LUMO 7.821 eV. Number 2: gap between HOMO and LUMO 8.764 eV.